a:
Entry from the OMol25 dataset: one molecule with the formula C4H7NO (the ωB97M-V functional and the def2-TZVPD basis).

Each line ends with the Löwdin charge.
Atoms and positions in Å:
C: -0.715 1.266 0.154  -0.07
C: -0.723 -0.130 -0.473  -0.41
N: -0.760 -1.174 0.458  0.08
C: 0.491 -0.858 -0.256  -0.29
C: 1.624 -0.280 0.430  -0.20
O: 2.605 0.185 -0.232  0.01
H: -1.847 1.784 0.074  0.13
H: -0.340 1.143 1.171  0.05
H: 0.103 1.955 -0.429  0.13
H: -1.228 -0.167 -1.404  0.13
H: -1.202 -2.026 0.048  0.12
H: 0.621 -1.404 -1.155  0.14
H: 1.372 -0.294 1.614  0.17

Properties
- SMILES: C[C@@H]1N[C@@H]1C=O
- Molar mass: 85.11 g mol⁻¹
- Net charge: 0
- E_HOMO: -10.2 eV

b:
Entry from the OMol25 dataset: one molecule with the formula C4H7NO (the ωB97M-V functional and the def2-TZVPD basis).

Each line ends with the Löwdin charge.
Atoms and positions in Å:
C: -0.791 0.654 1.195  -0.03
C: -0.286 0.217 -0.177  -0.42
C: 0.850 0.864 -0.898  -0.26
O: 1.220 0.720 -2.044  0.02
C: 0.428 -1.141 -0.198  -0.11
N: -0.949 -0.991 -0.609  0.08
H: -1.837 0.995 1.191  0.08
H: -0.782 -0.217 1.866  0.08
H: -0.178 1.443 1.636  0.08
H: 1.483 1.369 -0.137  0.14
H: 1.110 -1.413 -1.000  0.12
H: 0.721 -1.446 0.795  0.11
H: -0.992 -1.053 -1.620  0.11

Properties
- SMILES: C[C@@]1(C=O)CN1
- Molar mass: 85.11 g mol⁻¹
- Net charge: 0
- E_HOMO: -9.8 eV

Winner for stability: b